Molecular formula: C49H53N2P2SbSi2Tb
Method: DFT, the ωB97M-V functional and the def2-TZVPD basis

total charge: +1
HOMO (alpha / beta): -0.349 / -0.351 Eh
orbital gap (alpha / beta): 0.2553 / 0.2704 Eh
multiplicity: 7

Last column: Mulliken spin population.
Cartesian coordinates (Å):
H 0.84 0.66 1.25  0.01
C -0.08 -1.68 -4.12  0.00
C 2.31 -2.19 -4.35  0.00
C -5.71 1.90 0.12  0.00
H -1.17 -1.44 -5.90  0.00
H 2.42 -6.57 3.70  0.00
C -2.82 -6.07 -0.62  0.00
H 3.60 -4.76 2.51  0.00
H -4.99 -6.21 -0.71  0.00
Sb -0.98 3.16 0.93  0.06
H -1.32 -4.92 2.39  0.00
H 0.88 4.10 5.87  0.00
Si -0.62 -0.90 2.81  0.02
H 0.71 5.83 0.86  0.00
H 1.70 -0.53 2.17  0.00
C 1.21 -1.90 -3.55  -0.01
H 2.48 3.54 -1.39  0.00
C 2.96 -2.21 -1.28  0.00
C -4.12 -5.57 -0.51  0.00
C -0.20 -1.62 -5.50  0.00
C 3.40 0.89 -3.41  0.00
H -2.46 0.85 2.69  0.00
H 1.14 0.88 2.97  0.01
H 0.00 7.82 -2.87  0.00
C 0.46 -5.85 3.08  0.00
C -1.33 5.48 2.97  0.00
P 1.31 -1.68 -1.79  0.04
C -4.70 1.41 -0.73  -0.01
C -0.82 4.18 2.89  -0.01
C -0.23 6.98 -2.23  0.00
H 0.56 2.82 3.76  0.00
C -1.98 -3.94 0.00  -0.01
H 2.79 -4.12 -2.29  0.00
C 2.44 2.51 -0.99  0.00
C -3.27 -3.41 0.15  0.00
H -1.63 5.90 -3.50  0.00
H 3.39 -0.37 -0.21  0.00
C 0.92 -1.88 -6.32  0.00
H 3.44 2.21 -0.61  0.00
C 0.26 4.52 5.08  0.00
C -3.08 2.69 0.56  0.00
C -4.04 3.05 1.48  0.00
P -0.62 -2.93 0.49  0.05
C 5.54 -3.05 -0.58  0.00
H 2.40 -3.05 1.25  0.00
C 3.40 -3.47 -1.66  0.00
C 0.83 0.13 2.23  0.00
C 2.54 -4.86 2.42  0.00
C 0.39 6.94 -0.97  0.00
H 5.66 -1.21 0.52  0.00
C 0.02 3.75 3.93  0.00
C -0.06 -2.04 4.19  0.00
H -1.68 0.82 4.27  0.00
H -0.75 -2.84 4.38  0.00
H -0.20 2.52 -2.69  -0.01
C -5.40 2.72 1.20  0.00
H 0.11 -1.44 5.10  0.00
C 3.77 -1.36 -0.50  0.00
H 0.23 1.57 -4.13  0.00
C -0.36 5.75 5.20  0.00
H 4.92 -4.94 -1.39  0.00
C 1.84 -3.88 1.70  0.00
C -0.25 -4.91 2.35  0.00
C 5.06 -1.79 -0.14  0.00
C 2.11 -2.19 -5.74  0.00
H 0.94 -2.43 3.95  0.00
C -1.29 4.89 -1.69  0.00
C 0.63 2.21 -3.33  0.01
H 1.01 7.77 -0.66  0.00
H -2.61 1.58 -1.25  0.02
H -1.81 5.94 2.11  0.00
H -2.80 -0.51 3.86  0.00
H 3.05 0.57 -4.38  0.00
C 0.46 -3.99 1.54  0.00
C -1.19 6.25 4.17  0.00
N 1.19 -0.05 -1.55  0.00
H -4.91 0.74 -1.59  0.00
H -0.04 -6.57 3.69  0.00
H -6.75 1.67 -0.07  0.00
H 3.97 0.05 -3.01  0.00
C -0.03 -2.30 -0.96  -0.12
C -1.71 -5.25 -0.37  0.00
H -2.65 -7.11 -0.88  0.00
H -0.66 -5.61 -0.48  0.00
C -3.42 1.87 -0.54  0.00
C -0.66 4.81 -0.47  0.00
C 1.85 -5.85 3.08  0.00
C 4.66 -3.91 -1.27  0.00
C 0.17 5.85 -0.10  0.00
H 0.85 -1.84 -7.39  0.00
H -2.02 4.13 -1.98  0.00
C -1.09 5.95 -2.57  0.00
H 1.76 2.54 -0.12  0.00
H -5.36 -3.83 -0.11  0.00
H 6.58 -3.32 -0.40  0.00
N -1.13 -1.56 1.29  -0.05
H 1.00 3.12 -3.80  0.00
H -0.94 -1.53 -3.43  0.00
H -1.74 7.20 4.22  0.00
H -3.76 3.58 2.42  0.00
H -6.18 3.10 1.88  0.00
Si 1.91 1.31 -2.34  0.00
H 2.93 -2.45 -6.38  0.00
H 3.30 -2.42 -3.93  0.00
H 4.02 1.76 -3.56  0.00
H -3.35 -2.35 0.44  0.00
C -2.03 0.18 3.45  0.00
H -0.20 6.34 6.07  0.00
C -4.34 -4.21 -0.16  0.00
Tb -0.75 -0.10 -0.26  5.99

***

Molecular formula: C49H53N4O6Re
Method: DFT, the ωB97M-V functional and the def2-TZVPD basis

total charge: +1
HOMO (alpha / beta): -0.389 / -0.400 Eh
orbital gap (alpha / beta): 0.3098 / 0.2796 Eh
multiplicity: 4
relative energy (zero: lowest compared OMol25 entry of this formula, charge and spin): 0.000 eV

Last column: Mulliken spin population.
Cartesian coordinates (Å):
H -22.65 -10.51 10.40  0.00
C -17.68 -14.05 10.50  0.00
C -20.02 -8.46 5.61  0.07
H -14.19 -6.94 8.26  0.00
H -22.27 -7.19 6.13  0.00
H -15.24 -2.86 7.78  0.00
N -19.74 -10.34 6.97  0.09
H -22.33 -8.72 7.02  0.00
C -12.24 -10.69 7.41  0.00
C -14.35 -11.56 10.26  0.00
C -21.20 -10.48 8.80  -0.04
C -14.42 -9.45 12.01  0.00
H -24.26 -11.96 9.06  0.00
H -12.80 -10.43 12.99  0.00
C -15.44 -3.89 7.59  0.00
C -18.17 -5.30 10.25  -0.01
C -16.21 -9.01 2.88  0.00
H -13.97 -7.00 5.27  0.00
H -16.75 -12.67 7.01  0.01
H -17.90 -14.36 11.54  0.00
H -18.92 -9.94 11.15  0.00
H -17.86 -4.24 12.12  0.00
H -16.50 -6.21 10.29  0.00
C -17.46 -14.36 8.13  0.00
C -16.35 -10.79 8.98  0.04
C -13.51 -10.46 12.19  0.00
C -13.44 -11.53 11.31  0.00
C -22.95 -12.01 7.34  -0.01
H -22.14 -7.14 7.86  0.00
N -16.04 -4.53 11.07  0.00
C -19.68 -10.56 10.64  0.02
C -15.29 -9.03 7.50  -0.03
C -13.37 -10.65 5.25  0.00
H -14.26 -10.44 4.71  0.00
C -14.85 -6.20 7.87  0.00
H -12.48 -10.11 4.90  0.00
C -16.43 -4.28 6.66  0.00
H -11.44 -10.07 6.95  0.00
C -19.94 -7.79 4.39  0.00
O -17.41 -9.83 9.16  0.41
C -20.93 -10.80 7.50  0.10
H -21.55 -8.74 10.99  0.01
C -17.48 -4.22 11.08  0.00
H -13.20 -11.73 5.07  0.00
H -15.59 -3.99 11.82  0.00
C -19.45 -9.89 3.33  0.00
C -19.94 -6.36 6.94  0.05
H -13.78 -4.61 8.76  0.00
O -19.31 -5.20 9.90  0.00
H -12.83 -12.42 11.49  0.00
C -19.82 -9.79 5.68  0.02
H -15.00 -8.19 1.32  0.00
C -15.76 -10.49 7.56  0.01
C -17.03 -13.05 7.99  0.01
O -17.43 -6.37 10.00  0.00
C -16.90 -12.23 9.07  -0.02
C -15.32 -10.58 10.10  -0.02
O -14.62 -11.26 7.22  0.00
N -20.35 -7.78 6.84  -0.06
H -17.50 -14.96 7.20  0.00
C -19.57 -8.53 3.23  0.01
H -16.72 -9.59 2.16  0.00
H -14.41 -8.59 12.64  0.00
C -19.54 -10.54 4.53  0.03
C -16.61 -5.61 6.36  0.00
N -20.25 -9.73 9.58  -0.10
H -16.96 -12.19 11.25  0.00
C -17.79 -14.88 9.42  0.00
H -19.42 -11.61 4.61  0.00
H -15.26 -8.57 8.50  -0.01
H -13.47 -7.06 2.87  0.00
C -23.33 -11.60 8.62  0.01
C -16.10 -8.03 6.62  0.07
C -15.15 -8.26 2.39  0.00
H -20.05 -6.03 7.96  -0.04
O -17.52 -8.25 6.84  0.08
H -17.27 -5.91 5.60  0.00
C -21.86 -7.72 7.00  0.03
C -15.86 -6.58 7.03  -0.02
O -13.96 -9.08 7.07  0.00
H -11.96 -11.77 7.39  0.00
Re -18.80 -9.04 8.09  2.31
C -17.17 -12.76 10.33  0.00
C -15.73 -8.23 5.12  -0.01
H -20.60 -5.74 6.31  0.00
H -17.79 -3.26 10.65  0.00
C -14.62 -7.57 4.62  0.00
H -16.54 -10.67 6.84  -0.01
C -22.45 -10.87 9.35  -0.01
C -16.51 -9.01 4.25  0.00
H -19.24 -10.44 2.43  0.00
H -19.17 -11.41 10.22  0.00
H -19.98 -7.95 10.61  -0.03
C -13.56 -10.42 6.71  0.00
H -16.14 -8.72 10.83  -0.03
H -12.34 -10.40 8.47  0.00
H -18.13 -15.93 9.49  0.00
H -19.45 -8.01 2.27  0.00
H -14.30 -12.40 9.57  0.00
H -17.31 -9.64 4.63  -0.01
H -15.66 -4.23 10.19  0.00
H -21.30 -7.82 9.48  0.00
C -20.83 -8.46 10.22  0.05
H -23.63 -12.66 6.80  0.00
C -21.80 -11.59 6.76  0.00
H -20.19 -6.73 4.35  0.00
C -15.36 -9.47 10.95  0.02
C -14.61 -4.88 8.15  0.00
H -21.51 -11.92 5.80  0.00
C -14.33 -7.58 3.25  0.00
H -16.99 -3.51 6.14  0.00
H -18.90 -6.19 6.64  0.00
H -20.44 -10.97 11.31  0.00